(1)
{
  "formula": "C22H38AsGeN5PS4Ti",
  "method": "the ωB97M-V functional and the def2-TZVPD basis",
  "species": ["Ti", "C", "C", "C", "C", "C", "C", "H", "H", "H", "H", "H", "H", "S", "As", "S", "S", "S", "C", "N", "C", "N", "C", "N", "C", "P", "C", "C", "H", "H", "H", "H", "H", "H", "H", "H", "H", "H", "H", "H", "N", "C", "N", "C", "C", "C", "C", "C", "H", "H", "H", "H", "H", "H", "H", "H", "H", "H", "C", "Ge", "C", "C", "C", "H", "H", "H", "H", "H", "H", "H", "H", "H", "H"],
  "positions_angstrom": [[-0.6731, -1.0644, 1.3274], [-1.4729, 0.1795, 4.3219], [-0.5340, 0.4751, 3.2451], [-1.1165, 1.1339, 2.1085], [-2.4008, 0.8147, 1.7442], [-3.1576, -0.1904, 2.6049], [-2.7761, -0.0109, 4.0532], [-1.1013, 0.1527, 5.3427], [0.4594, 0.7937, 3.5465], [-0.5278, 1.8221, 1.5093], [-2.8852, 1.3049, 0.9068], [-4.2394, -0.0503, 2.4762], [-3.5132, -0.1745, 4.8315], [3.1169, 3.0018, -2.8963], [4.4229, 2.4319, -4.4337], [0.0263, -2.8883, -0.0422], [0.3496, -3.2436, 1.9972], [3.6572, 2.8866, -6.3303], [4.4620, 0.9958, 2.5890], [3.9633, 1.4836, 1.3105], [4.6150, 0.7306, 0.2364], [4.4681, -0.7200, 0.3552], [4.9519, -1.1308, 1.6676], [4.3174, -0.4446, 2.7939], [2.8998, -0.8190, 2.9000], [1.9031, -0.4041, 1.3961], [2.5014, 1.3495, 1.2234], [3.0696, -1.1303, 0.1577], [3.9433, 1.5190, 3.3969], [5.5288, 1.2363, 2.6444], [5.6840, 0.9629, 0.2645], [4.2138, 1.0664, -0.7213], [6.0254, -0.9194, 1.7116], [4.7982, -2.2060, 1.7823], [2.4588, -0.3251, 3.7693], [2.8055, -1.8953, 3.0560], [2.0391, 1.9639, 2.0031], [2.1732, 1.7482, 0.2589], [2.7431, -0.8352, -0.8422], [2.9786, -2.2173, 0.2136], [-0.5847, 0.0284, -0.6215], [-0.5112, 0.6140, -1.6138], [-0.4427, 1.2562, -2.7593], [0.3665, 0.6767, -3.8521], [0.2596, 1.5877, -5.0706], [-1.1585, 2.1355, -5.1914], [-1.4685, 3.0839, -4.0195], [-0.6427, 2.7104, -2.7861], [-0.0406, -0.3143, -4.0644], [1.4067, 0.5739, -3.5355], [0.5480, 1.0221, -5.9571], [0.9815, 2.4036, -4.9867], [-1.8682, 1.3028, -5.1862], [-1.2877, 2.6581, -6.1408], [-2.5342, 3.0521, -3.7825], [-1.2251, 4.1130, -4.2934], [-1.1466, 2.9954, -1.8636], [0.3343, 3.1978, -2.8049], [-3.3858, -4.3787, 0.6993], [-3.7880, -2.4663, 0.8753], [-3.7598, -1.6411, -0.9182], [-5.7045, -2.3866, 1.4243], [-2.6457, -1.5730, 2.1436], [-3.9824, -4.8255, -0.1005], [-3.6146, -4.8928, 1.6353], [-2.3265, -4.5087, 0.4788], [-4.5040, -2.0957, -1.5774], [-2.7693, -1.7610, -1.3594], [-3.9699, -0.5712, -0.8398], [-6.3376, -2.9002, 0.6953], [-6.0533, -1.3551, 1.5109], [-5.8328, -2.8703, 2.3955], [-2.4891, -2.2548, 2.9869]],
  "lowdin_spin": [0.91, 0.00, 0.00, 0.02, 0.03, 0.01, 0.00, 0.00, 0.00, 0.00, 0.00, 0.00, 0.00, 0.00, 0.00, -0.02, 0.02, 0.00, 0.00, 0.00, 0.00, 0.00, 0.00, 0.00, 0.00, 0.01, 0.00, 0.00, 0.00, 0.00, 0.00, 0.00, 0.00, 0.00, 0.00, 0.00, 0.00, 0.00, 0.00, 0.00, 0.01, 0.02, 0.01, 0.00, 0.00, 0.00, 0.00, 0.00, 0.00, 0.00, 0.00, 0.00, 0.00, 0.00, 0.00, 0.00, 0.00, 0.00, 0.00, 0.00, 0.00, 0.00, 0.00, 0.00, 0.00, 0.00, 0.00, 0.00, 0.00, 0.00, 0.00, 0.00, 0.00],
  "e_above_lowest_kj_mol": 15.2,
  "multiplicity": 2,
  "e_tot_ha": -8231.23496,
  "orbital_gap_ev": [5.48, 5.61],
  "total_charge": -2,
  "lumo_ev": [4.24, 4.24],
  "homo_energy_ev": [-1.24, -1.38]
}

(2)
{
  "formula": "C22H38BrGeNO3PdSi3",
  "method": "the ωB97M-V functional and the def2-TZVPD basis",
  "species": ["Pd", "O", "C", "C", "C", "C", "C", "C", "N", "H", "H", "H", "H", "H", "H", "H", "Br", "C", "C", "C", "C", "C", "C", "C", "O", "O", "H", "H", "H", "H", "C", "Si", "C", "C", "Ge", "Si", "C", "C", "C", "Si", "C", "C", "C", "H", "H", "H", "H", "H", "H", "H", "H", "H", "H", "H", "H", "H", "H", "H", "H", "H", "H", "H", "H", "H", "H", "H", "H", "H", "H", "H"],
  "positions_angstrom": [[0.6827, -0.0261, 0.4885], [-1.2065, -2.6147, 0.0002], [-0.2922, -3.6405, -0.3140], [1.0688, -3.1254, -0.7860], [1.7530, -3.7472, -1.8353], [2.9897, -3.2590, -2.1987], [3.5453, -2.1693, -1.5343], [2.8206, -1.6344, -0.4515], [1.6036, -2.1053, -0.1271], [-0.8929, -2.1482, 0.8047], [-0.7121, -4.2294, -1.1437], [-0.1611, -4.2486, 0.5733], [1.3264, -4.4697, -2.4905], [3.4980, -3.6773, -3.0695], [4.4935, -1.7237, -1.8231], [3.1425, -0.7901, 0.1304], [-2.3723, -0.3275, 4.3860], [-0.8522, -0.9686, 5.2810], [-0.9063, -1.0506, 6.6798], [0.1934, -1.4634, 7.3913], [1.3700, -1.7138, 6.7325], [1.4475, -1.5859, 5.3423], [0.3404, -1.2349, 4.5751], [0.4025, -1.2034, 3.0713], [-0.3209, -2.0287, 2.5208], [1.2835, -0.4258, 2.5991], [-1.9017, -0.8066, 7.1292], [0.1569, -1.4896, 8.4746], [2.2358, -2.0366, 7.3061], [2.3926, -1.7966, 4.9029], [-0.1166, 2.3698, -4.6378], [0.6154, 0.9256, -3.6949], [0.6141, -0.5376, -4.9455], [2.3547, 1.4388, -3.3114], [-0.4433, 0.3553, -1.6629], [0.5758, 2.2207, 1.0108], [0.3896, 3.5113, -0.3880], [2.1910, 2.3863, 1.9609], [-0.7586, 2.5583, 2.2507], [-2.8531, 0.5930, -1.6658], [-3.5283, 0.0178, -0.0250], [-3.4044, 2.3978, -1.8089], [-3.8397, -0.2327, -3.0964], [0.6153, 2.7964, -5.3440], [-0.3741, 3.2245, -3.9568], [-0.9725, 2.1410, -5.2667], [1.1307, -0.2431, -5.8406], [-0.4331, -0.7774, -5.1693], [1.0072, -1.4858, -4.5622], [2.9186, 1.5972, -4.2286], [2.9904, 0.8027, -2.6591], [2.3118, 2.4037, -2.7906], [0.9727, 3.2498, -1.2708], [0.7250, 4.4747, -0.0566], [-0.6250, 3.6081, -0.7235], [3.0875, 2.0817, 1.3040], [2.1741, 1.6971, 2.7943], [2.4291, 3.3937, 2.2598], [-1.7667, 2.3959, 1.8837], [-0.7056, 3.5983, 2.5935], [-0.5670, 1.9064, 3.1330], [-3.4297, 0.8223, 0.7428], [-3.0920, -0.8681, 0.3255], [-4.6099, -0.2081, -0.1807], [-2.8799, 3.0782, -1.0486], [-4.4188, 2.3292, -1.6010], [-3.3495, 2.7923, -2.8071], [-3.8824, -1.3130, -3.0066], [-3.3887, 0.0118, -4.0178], [-4.7926, 0.2273, -3.1070]],
  "lowdin_spin": [0.08, 0.03, 0.00, 0.01, 0.00, 0.00, 0.00, 0.00, 0.01, 0.00, 0.00, 0.00, 0.00, 0.00, 0.00, 0.00, 0.00, 0.00, 0.00, 0.00, 0.00, 0.00, 0.00, 0.00, 0.00, 0.00, 0.00, 0.00, 0.00, 0.00, 0.02, 0.11, 0.02, 0.01, 0.51, 0.00, 0.03, 0.00, 0.00, 0.09, 0.00, 0.03, 0.01, 0.00, 0.00, 0.00, 0.00, 0.00, 0.00, 0.00, 0.00, 0.00, 0.01, 0.00, 0.01, 0.00, 0.00, 0.00, 0.00, 0.00, 0.00, 0.00, 0.00, 0.00, 0.00, 0.00, 0.00, 0.00, 0.00, 0.00],
  "e_above_lowest_kj_mol": 0.0,
  "multiplicity": 2,
  "e_tot_ha": -6789.01947,
  "orbital_gap_ev": [5.68, 7.20],
  "total_charge": -1,
  "lumo_ev": [2.78, 2.75],
  "homo_energy_ev": [-2.89, -4.45]
}